Entry i
ORCA calculation (ωB97M-V/def2-TZVPD) on a 4-piece molecular cluster, C12H28N4O4 overall.

Each line ends with the natural charge from an NBO analysis.
Positions of all 48 atoms, in Å:
C1 -15.36 2.88 9.92  -0.43
N1 -16.75 2.91 9.61  -0.45
C2 -17.45 3.98 10.26  -0.43
C3 -17.22 2.26 8.53  0.55
O1 -18.21 2.59 7.94  -0.64
H1 -15.15 1.85 10.22  0.21
H2 -15.25 3.52 10.84  0.21
H3 -14.76 3.24 9.02  0.23
H4 -17.02 4.94 10.16  0.20
H5 -18.48 4.09 9.82  0.23
H6 -17.55 3.77 11.32  0.20
H7 -16.58 1.35 8.25  0.12
C4 -18.10 4.41 5.10  -0.40
N2 -16.78 3.80 5.23  -0.40
C5 -16.56 2.58 4.47  -0.42
C6 -16.04 4.16 6.24  0.52
O2 -14.93 3.69 6.46  -0.67
H8 -18.90 3.63 5.11  0.21
H9 -18.21 4.86 4.14  0.19
H10 -18.22 5.25 5.84  0.21
H11 -15.50 2.31 4.49  0.24
H12 -17.23 1.82 4.79  0.20
H13 -16.77 2.74 3.42  0.20
H14 -16.50 4.84 6.93  0.12
C7 -14.78 7.35 7.71  -0.41
N3 -14.39 6.81 9.01  -0.44
C8 -13.35 5.79 8.88  -0.43
C9 -14.40 7.68 10.07  0.53
O3 -13.58 7.59 10.98  -0.62
H15 -15.65 7.94 7.94  0.20
H16 -14.99 6.55 7.06  0.20
H17 -13.94 7.95 7.15  0.20
H18 -13.91 5.13 8.15  0.23
H19 -12.47 6.24 8.47  0.20
H20 -13.27 5.29 9.87  0.22
H21 -15.24 8.42 10.12  0.12
C10 -11.73 12.19 11.08  -0.40
N4 -11.81 12.15 9.63  -0.42
C11 -10.53 11.74 9.07  -0.43
C12 -12.87 11.85 8.94  0.54
O4 -12.99 11.50 7.78  -0.63
H22 -11.11 11.40 11.49  0.20
H23 -12.74 12.16 11.43  0.21
H24 -11.28 13.13 11.36  0.20
H25 -10.30 10.69 9.36  0.19
H26 -10.61 11.74 7.95  0.24
H27 -9.79 12.41 9.47  0.20
H28 -13.80 12.02 9.52  0.09

Summary:
- spin multiplicity = 1
- LUMO (eV) = 0.76
- total charge = 0

=====

Entry ii
ORCA calculation (ωB97M-V/def2-TZVPD) on a 4-piece molecular cluster, C12H28N4O4 overall.

Each line ends with the natural charge from an NBO analysis.
Positions of all 48 atoms, in Å:
C1 4.33 2.40 -4.09  -0.41
N1 3.36 2.51 -3.01  -0.43
C2 3.37 1.50 -1.98  -0.43
C3 2.42 3.46 -3.08  0.53
O1 1.54 3.67 -2.26  -0.63
H1 3.99 1.79 -4.93  0.19
H2 5.23 1.93 -3.70  0.21
H3 4.57 3.36 -4.54  0.21
H4 3.09 0.52 -2.38  0.20
H5 4.33 1.45 -1.47  0.20
H6 2.66 1.84 -1.23  0.24
H7 2.50 4.08 -3.98  0.11
C4 -1.54 0.50 3.99  -0.42
N2 -0.67 1.65 4.03  -0.44
C5 0.76 1.38 4.05  -0.41
C6 -1.15 2.91 4.07  0.54
O2 -2.30 3.25 4.20  -0.61
H8 -1.44 -0.08 3.06  0.20
H9 -2.59 0.75 4.07  0.24
H10 -1.28 -0.20 4.80  0.19
H11 1.37 2.09 3.49  0.21
H12 1.08 1.38 5.10  0.20
H13 0.93 0.38 3.65  0.21
H14 -0.30 3.61 3.96  0.09
C7 0.67 -2.05 1.04  -0.43
N3 0.76 -0.95 0.10  -0.43
C8 0.47 0.38 0.58  -0.41
C9 1.10 -1.18 -1.18  0.53
O3 1.44 -2.25 -1.64  -0.64
H15 -0.29 -2.11 1.54  0.22
H16 1.50 -1.94 1.75  0.19
H17 0.87 -3.00 0.54  0.24
H18 1.23 0.72 1.30  0.18
H19 0.40 1.11 -0.22  0.23
H20 -0.43 0.38 1.20  0.21
H21 1.03 -0.23 -1.74  0.11
C10 -3.30 -3.73 -2.30  -0.41
N4 -3.50 -2.71 -1.28  -0.44
C11 -4.74 -2.81 -0.55  -0.42
C12 -2.45 -1.97 -0.82  0.54
O4 -2.40 -1.31 0.19  -0.63
H22 -2.24 -3.87 -2.52  0.22
H23 -3.82 -3.42 -3.21  0.20
H24 -3.63 -4.71 -1.95  0.20
H25 -4.75 -3.47 0.32  0.20
H26 -5.00 -1.81 -0.21  0.23
H27 -5.56 -3.15 -1.19  0.20
H28 -1.63 -2.04 -1.57  0.11

Summary:
- spin multiplicity = 1
- LUMO (eV) = 0.63
- total charge = 0

=====

Which structure is the least stable? The one labeled entry i.